{
  "formula": "CH4N2S",
  "method": "wB97M-V/def2-TZVPD",
  "lumo_ev": -0.249,
  "gap_ev": 8.66,
  "e_homo_ev": -8.911,
  "elements": ["C", "N", "N", "S", "H", "H", "H", "H"],
  "coordinates": [[0.0211, 0.9473, -0.1778], [-0.4035, -0.1179, 0.6441], [0.7599, -0.3243, -0.1314], [0.2581, -1.4902, -1.3244], [-0.7050, 1.2169, -0.9308], [0.6184, 1.7881, 0.1854], [0.0843, -0.0855, 2.2235], [-0.6334, -1.9345, -0.4886]],
  "atomic_forces_ev_per_a": [[0.9391, 0.9281, 0.3590], [0.8544, -0.2810, 5.7243], [-0.3819, 0.5659, -0.7173], [0.9621, -0.1216, -1.1422], [0.0875, -0.3038, -0.4751], [-0.2582, -0.3028, 0.1225], [-1.2546, 0.2778, -4.2035], [-0.9483, -0.7626, 0.3321]],
  "mulliken_charge": [0.0086, -0.5542, -0.1303, -0.1613, 0.2489, 0.2126, 0.1985, 0.1771]
}

{
  "formula": "CH4N3O",
  "method": "wB97M-V/def2-TZVPD",
  "total_charge": 1,
  "lumo_ev": -6.061,
  "gap_ev": 9.19,
  "e_homo_ev": -15.253,
  "smiles": "NC(=[NH2+])N=O",
  "elements": ["N", "C", "N", "N", "O", "H", "H", "H", "H"],
  "coordinates": [[0.7123, 1.1292, 0.1303], [-0.0295, 0.0678, 0.0355], [0.3359, -1.1712, -0.0761], [-1.5870, 0.4950, -0.2245], [-2.3758, -0.3074, 0.0817], [0.2604, 2.0372, 0.1506], [1.7269, 1.1112, 0.1424], [-0.3562, -1.9127, -0.1200], [1.3131, -1.4491, -0.1199]],
  "atomic_forces_ev_per_a": [[0.1997, 0.0417, 0.0180], [-1.0613, 0.2393, -0.6006], [0.2093, -0.1870, 0.0894], [0.2962, -0.2389, 0.5593], [0.7787, 0.0717, -0.2064], [0.0078, -0.0716, -0.0617], [-0.1639, -0.0105, 0.0990], [-0.0556, 0.1648, -0.0153], [-0.2108, -0.0094, 0.1185]],
  "mulliken_charge": [-0.2934, 0.6057, -0.3026, 0.1728, -0.1793, 0.2678, 0.2360, 0.2540, 0.2390]
}

{
  "formula": "CH4N3O2",
  "method": "wB97M-V/def2-TZVPD",
  "total_charge": -1,
  "lumo_ev": [4.501, 3.693],
  "gap_ev": [8.04, 6.57],
  "e_homo_ev": [-3.535, -2.879],
  "elements": ["C", "N", "N", "N", "O", "O", "H", "H", "H", "H"],
  "coordinates": [[-1.5383, -0.6389, 0.3404], [-0.2475, 1.1347, -0.4387], [1.9214, -0.6824, 0.3950], [-0.5589, 0.2818, 0.4828], [2.0977, 0.1524, -0.6338], [-2.3786, -0.6319, -0.5982], [-1.5564, -1.2976, 1.2088], [-0.7008, 1.0018, -1.3979], [0.8962, 0.8605, -0.5990], [2.0651, -0.1803, 1.2407]],
  "atomic_forces_ev_per_a": [[-0.8108, 1.4151, -1.8518], [1.2922, 0.5257, -2.8398], [-0.0252, -0.6980, -2.8012], [-0.0397, -1.3427, 2.1182], [-0.6405, -0.6130, 1.6236], [0.7605, -0.5529, 1.2294], [-0.2635, -0.4250, -0.0557], [0.2009, -0.4093, 1.4577], [-0.5663, 0.8264, -0.0773], [0.0924, 1.2737, 1.1969]],
  "mulliken_charge": [0.0870, -0.4627, -0.3206, -0.2916, -0.4720, -0.6745, 0.3495, 0.2220, 0.3913, 0.1716]
}

One value per record, in order, for relative energy (zero: lowest compared OMol25 entry of this formula, charge and spin): 5.999; 2.644; 3.423 eV.